Molecular formula: C90H190N10O10
Method: DFT, wB97M-V/def2-TZVPD

```
300
C90H190N10O10 | OMol25 | wB97M-V/def2-TZVPD
C 2.4731 0.5498 -0.7555
C 1.0093 0.8760 -0.4271
C 0.9302 2.3423 0.0781
C 0.1398 0.7625 -1.6269
C -0.2457 -0.6963 -1.9233
C -0.8148 -1.3893 -0.7299
C 0.2067 -1.4256 0.4488
C -0.6121 -1.9659 1.6323
C 1.3732 -2.3171 0.1916
N 0.5489 0.0383 0.7021
O 1.5714 0.0390 1.7398
H 2.9300 1.4723 -1.1219
H 2.9820 0.1783 0.1391
H 2.6156 -0.1946 -1.5924
H 1.6821 2.7098 0.7813
H 0.9724 3.0496 -0.7092
H -0.0662 2.4526 0.6084
H -0.8606 1.3587 -1.4667
H 0.5356 1.3106 -2.4935
H -0.9611 -0.6538 -2.7379
H 0.5823 -1.1937 -2.3851
H -1.0211 -2.4061 -0.9442
H -1.6766 -0.8248 -0.3667
H -1.5989 -1.5745 1.8217
H 0.0778 -1.9527 2.4999
H -0.6809 -3.0307 1.3605
H 1.9697 -1.9845 -0.6883
H 1.1628 -3.4004 0.0726
H 2.1368 -2.1938 0.9918
H 1.1391 0.6148 2.4276
C 2.3303 -3.8005 7.2351
C 2.6110 -5.1286 6.5356
C 3.3611 -6.1039 7.3954
C 1.2924 -5.8341 6.1021
C 0.4980 -5.1691 4.9953
C 1.4373 -4.9919 3.8032
C 2.8043 -4.3069 4.0858
C 3.8106 -4.6155 3.0049
C 2.4449 -2.7767 4.1194
N 3.3846 -4.9543 5.2828
O 4.5907 -4.2880 5.5808
H 1.6776 -3.9322 8.1098
H 3.2646 -3.4306 7.6537
H 1.8433 -3.0459 6.6482
H 3.7538 -6.9199 6.8072
H 4.2168 -5.6974 7.9596
H 2.7245 -6.4429 8.1986
H 1.5091 -6.8841 5.8048
H 0.6536 -5.8725 6.9855
H -0.2972 -5.8464 4.6755
H 0.0430 -4.2353 5.3124
H 1.0011 -4.4870 2.9413
H 1.6688 -5.9905 3.4149
H 4.1393 -5.6395 2.9691
H 4.7007 -4.0002 3.0330
H 3.3702 -4.3934 2.0228
H 3.0883 -2.0902 4.6886
H 1.4326 -2.6556 4.4336
H 2.4692 -2.4445 3.0851
H 4.3034 -3.3833 5.7983
C 4.3836 3.6511 3.1145
C 5.3317 2.8391 2.2118
C 4.7931 2.8707 0.8320
C 6.7056 3.4490 2.3333
C 7.7281 2.6468 1.5932
C 7.7051 1.3299 2.3247
C 6.3872 0.6135 2.3508
C 6.0676 -0.1322 1.0048
C 6.4964 -0.4823 3.4185
N 5.3919 1.5066 2.8291
O 4.0778 0.9051 2.8415
H 3.3111 3.4600 2.9915
H 4.7161 3.5435 4.1563
H 4.6066 4.7551 2.8609
H 4.7187 3.9195 0.5865
H 5.4582 2.4897 0.0655
H 3.8292 2.4237 0.7491
H 6.5564 4.4607 1.9229
H 6.9735 3.5862 3.3658
H 7.4907 2.4850 0.5293
H 8.7142 3.1262 1.6932
H 8.0184 1.5421 3.3619
H 8.4732 0.7228 1.8211
H 5.0078 -0.5008 1.1317
H 6.6454 -1.0715 0.8863
H 6.1465 0.4923 0.1073
H 7.4413 -1.0186 3.4564
H 5.7337 -1.2434 3.3088
H 6.3919 -0.0183 4.4102
H 3.7650 0.6681 1.9332
C -5.7743 -0.0432 3.6856
C -4.9016 -0.8630 2.6958
C -3.9300 -1.6067 3.5130
C -5.8515 -1.8347 1.9495
C -6.7425 -1.1347 0.9573
C -5.9070 -0.3721 -0.0335
C -4.9387 0.5762 0.6740
C -4.0000 1.1783 -0.4201
C -5.6927 1.8228 1.1890
N -4.1578 -0.1207 1.6951
O -3.3073 0.8203 2.3116
H -6.3694 -0.6543 4.3068
H -5.2141 0.6756 4.2625
H -6.5140 0.4967 3.1564
H -3.5083 -2.4797 2.9760
H -3.2083 -1.0070 3.9869
H -4.4816 -1.9916 4.4585
H -5.2539 -2.5614 1.3839
H -6.4802 -2.2863 2.7674
H -7.2867 -1.9005 0.3728
H -7.5203 -0.4700 1.3686
H -6.4477 0.1567 -0.7831
H -5.2123 -1.0496 -0.4798
H -4.5316 1.5884 -1.2742
H -3.2884 0.3504 -0.6735
H -3.4124 2.0233 -0.0165
H -5.7920 2.5587 0.3790
H -5.3282 2.1664 2.1409
H -6.7642 1.6378 1.4388
H -2.4685 0.4143 2.4059
C -1.1596 1.1192 -5.2173
C -2.0822 0.5549 -6.4238
C -2.1177 1.5568 -7.4798
C -1.6102 -0.8896 -6.7674
C -1.8663 -2.0087 -5.8673
C -3.3897 -2.0774 -5.6377
C -4.0361 -0.7433 -5.2235
C -5.5627 -0.9088 -5.3066
C -3.6935 -0.5790 -3.7386
N -3.5990 0.3301 -6.1031
O -4.3425 1.4742 -5.7883
H -0.1307 0.8705 -5.5592
H -1.3294 2.1734 -5.1625
H -1.2950 0.6587 -4.2751
H -2.6535 2.4538 -7.2600
H -1.0959 1.9293 -7.7188
H -2.4714 1.1461 -8.4018
H -1.8801 -1.1294 -7.8211
H -0.5390 -0.7671 -6.9176
H -1.3441 -2.9286 -6.2929
H -1.2979 -1.8430 -4.9380
H -3.6604 -2.8704 -4.9164
H -3.7453 -2.3778 -6.6557
H -6.0263 -0.0548 -4.8345
H -5.8508 -1.8211 -4.7538
H -5.9002 -1.0660 -6.3466
H -3.9350 0.4350 -3.4702
H -2.6971 -0.7428 -3.4969
H -4.3462 -1.2110 -3.0775
H -4.0187 1.8335 -4.9379
C 3.8905 5.4977 -1.9205
C 3.0671 6.5483 -1.2739
C 2.6307 7.6103 -2.3112
C 1.7913 5.8551 -0.7511
C 0.9826 6.6939 0.1703
C 1.8707 6.9981 1.3659
C 3.1304 7.8846 0.9403
C 2.6634 9.3146 0.5155
C 4.1361 8.0939 2.1108
N 3.8842 7.0826 -0.1220
O 4.8153 7.9201 -0.7213
H 4.7183 5.9666 -2.5068
H 4.3704 4.8207 -1.2200
H 3.3596 4.8926 -2.6365
H 3.3833 8.3623 -2.6212
H 2.3835 7.1070 -3.2700
H 1.7229 8.1007 -1.9909
H 1.1607 5.5524 -1.6131
H 2.0220 4.8928 -0.2491
H 0.5157 7.6178 -0.3076
H 0.1867 6.0615 0.5332
H 2.3181 6.0755 1.8243
H 1.4689 7.5613 2.1699
H 2.1171 9.7418 1.4078
H 1.9318 9.2891 -0.2587
H 3.4426 10.0571 0.2889
H 3.6030 8.5463 2.9709
H 4.9369 8.7180 1.6905
H 4.5430 7.1279 2.3767
H 5.6240 7.6368 -0.2765
C -1.1919 2.2833 4.0226
C 0.0623 2.8158 4.8789
C 0.6716 3.9451 4.0210
C -0.3636 3.4601 6.1914
C -0.8443 2.4445 7.2100
C 0.2176 1.4269 7.5061
C 0.8607 0.8248 6.2523
C 2.2218 0.3558 6.6591
C -0.0346 -0.4350 5.8807
N 1.0478 1.8379 5.2095
O 1.3750 1.2545 3.9614
H -1.8918 1.5357 4.4989
H -1.8444 3.1410 3.8013
H -0.7935 1.8523 3.0874
H 0.8400 3.5021 3.0440
H -0.0827 4.8197 3.9573
H 1.6235 4.2107 4.4713
H 0.4495 4.0784 6.5216
H -1.1669 4.1721 5.9849
H -1.2334 2.7923 8.1730
H -1.6955 1.8785 6.7716
H -0.1944 0.6473 8.1651
H 0.9832 1.9912 8.0662
H 2.8819 1.2112 6.8810
H 2.6558 -0.2745 5.9090
H 2.0415 -0.2017 7.5560
H -1.0849 -0.2359 5.8304
H 0.0764 -1.2501 6.6269
H 0.2272 -0.8834 4.8519
H 2.2891 1.3735 3.7718
C 3.2071 -4.3475 -6.6698
C 2.6055 -3.7282 -5.3984
C 2.5983 -2.2336 -5.6393
C 1.1216 -4.1110 -5.0769
C 0.9788 -5.5148 -4.4730
C 1.8926 -5.7336 -3.2759
C 3.3029 -5.2864 -3.5543
C 4.0131 -5.1785 -2.2013
C 4.0031 -6.3634 -4.4499
N 3.3433 -3.8941 -4.1639
O 4.6506 -3.5076 -4.3506
H 2.6116 -3.8985 -7.4979
H 4.2143 -4.0261 -6.7502
H 3.0423 -5.4335 -6.7178
H 3.4364 -1.8623 -6.1566
H 1.6859 -1.8662 -6.0683
H 2.4809 -1.8290 -4.6042
H 0.7218 -3.2876 -4.3919
H 0.5837 -4.0354 -6.0028
H -0.0819 -5.7948 -4.1774
H 1.3906 -6.2464 -5.2095
H 1.8717 -6.7458 -2.9957
H 1.5426 -5.1357 -2.4128
H 3.7123 -4.2663 -1.6284
H 5.0951 -4.9690 -2.2864
H 3.8187 -6.0521 -1.5444
H 4.8776 -5.9335 -4.9093
H 3.4100 -7.0264 -5.1777
H 4.4191 -7.1128 -3.7628
H 4.6827 -2.5832 -4.0872
C -1.2578 4.9440 -3.5402
C -2.4505 5.1076 -2.5449
C -2.0444 4.5767 -1.1624
C -2.8731 6.5471 -2.3594
C -3.5647 7.2063 -3.5431
C -4.8742 6.4543 -3.8804
C -4.5894 4.9574 -4.1862
C -5.9080 4.1998 -4.2800
C -3.8561 4.8465 -5.5495
N -3.7498 4.4630 -3.0265
O -3.5367 3.0645 -3.1911
H -1.0326 3.8788 -3.6924
H -1.4772 5.3598 -4.5045
H -0.3415 5.4359 -3.2328
H -1.1385 5.0344 -0.8354
H -2.8733 4.6545 -0.4538
H -1.7973 3.5134 -1.2821
H -3.4409 6.6884 -1.4231
H -1.9312 7.0684 -2.1027
H -3.7746 8.2140 -3.3211
H -2.8775 7.2031 -4.4034
H -5.4319 6.9279 -4.6406
H -5.6497 6.4089 -3.0742
H -6.5554 4.8250 -4.9060
H -6.4184 4.1740 -3.2912
H -5.7874 3.1714 -4.7284
H -3.5603 3.8200 -5.7935
H -3.0338 5.6126 -5.5739
H -4.5303 5.2426 -6.2975
H -4.1581 2.6740 -2.6139
C -3.0174 -4.9968 -2.4970
C -3.9732 -6.0646 -1.9895
C -5.2843 -6.0280 -2.7475
C -3.4568 -7.4777 -2.1260
C -2.3754 -7.7924 -1.0572
C -2.7132 -7.3995 0.4083
C -3.3719 -6.0177 0.5393
C -4.0523 -5.9083 1.8454
C -2.1980 -4.9439 0.4202
N -4.3727 -5.8837 -0.5332
O -5.0282 -4.5659 -0.4430
H -1.9779 -5.2115 -2.2794
H -2.9672 -5.0573 -3.6359
H -3.3645 -3.9907 -2.2094
H -6.0288 -6.7021 -2.3095
H -5.6992 -5.0198 -2.7892
H -5.0714 -6.2994 -3.7818
H -4.3156 -8.1768 -2.0661
H -3.0557 -7.5791 -3.1329
H -2.0344 -8.8006 -1.1512
H -1.4407 -7.1586 -1.2874
H -1.7878 -7.4734 1.0509
H -3.3902 -8.1130 0.8380
H -4.3937 -4.8973 2.0109
H -3.3055 -6.1127 2.6182
H -4.8366 -6.6868 1.8909
H -2.5626 -3.9891 0.0375
H -1.3935 -5.3093 -0.2151
H -1.8112 -4.8283 1.4359
H -5.9449 -4.8047 -0.2591
```

multiplicity	1
F_max	4.72	eV/A
energy relative to the best compared isomer or geometry (same formula, charge and spin)	200.4	kJ/mol
gap between HOMO and LUMO	8.64	eV